Entry 1:
Formula: C6H6BrClO
Source: OMol25
Level of theory: ωB97M-V/def2-TZVPD

Positions of all 15 atoms, in Å:
O  1.458  2.159  -0.235
C  1.129  0.880  -0.506
Br  2.338  -0.514  -0.223
C  0.055  0.670  -1.298
C  -0.679  -0.528  -1.422
C  -0.933  -1.338  -0.394
C  -0.528  -1.082  0.947
C  -0.564  0.050  1.633
Cl  -0.404  -0.066  3.389
H  2.372  2.370  -0.227
H  -0.501  1.495  -1.667
H  -1.158  -0.729  -2.398
H  -1.416  -2.323  -0.378
H  -0.139  -2.052  1.352
H  -1.029  1.008  1.426

## Properties
Relative energy (zero: lowest compared OMol25 entry of this formula, charge and spin) = 1.239 eV
SMILES string = O/C(Br)=C/C=C\C=C\Cl
E_LUMO = 0.0074 Eh
E_HOMO = -0.2964 hartree



Entry 2:
Formula: C6H6BrN2O
Source: OMol25
Level of theory: ωB97M-V/def2-TZVPD

Positions of all 16 atoms, in Å:
O  -2.992  -1.955  -0.142
C  -2.150  -1.207  -0.490
C  -1.167  -0.438  0.566
C  -1.087  1.109  0.159
N  0.329  0.792  -0.108
C  1.581  1.221  -0.360
C  2.390  0.159  -0.050
Br  4.192  -0.071  -0.014
N  1.498  -0.983  0.254
C  0.284  -0.478  0.258
H  -1.984  -0.764  -1.531
H  -1.447  -0.733  1.681
H  -1.771  1.321  -0.769
H  -1.169  1.856  1.095
H  1.716  2.168  -0.903
H  1.774  -1.998  0.352

## Properties
Relative energy (zero: lowest compared OMol25 entry of this formula, charge and spin) = 0.000 eV
Total charge = +1
SMILES string = O=C[C@@H]1Cn2cc(Br)[nH+]c21
E_LUMO = -0.1273 Eh
E_HOMO = -0.4950 hartree